No. 1
Density functional theory data (wB97M-V/def2-TZVPD) for a cluster of 10 separate species, C18H47NO12S2 in total in a non-equilibrium geometry.

Last column: Mulliken charge in e.
CARTESIAN COORDINATES (ANGSTROEM)
S: 3.561 -0.514 0.140  1.378
S: 2.933 1.835 -1.470  -0.269
O: -5.534 1.248 1.720  -0.509
O: -0.132 2.467 -2.985  -0.319
O: -8.381 3.124 2.462  -0.475
O: -3.936 -3.594 2.432  -0.504
O: 4.680 -0.505 -0.772  -0.625
O: 3.980 0.022 1.406  -0.751
O: 10.099 3.917 0.616  -0.511
O: 6.460 2.004 -2.065  -0.464
O: -2.623 -0.372 -3.672  -0.488
O: 7.339 -2.763 0.110  -0.539
O: 3.114 -2.035 0.393  -0.318
O: -5.229 -3.191 -1.297  -0.414
N: -2.316 -1.259 0.201  -0.155
C: -1.968 1.114 0.621  -1.143
C: -8.672 2.993 3.852  -0.515
C: 2.166 0.548 -0.408  -0.379
C: -6.311 0.284 2.412  -0.503
C: -3.893 -2.780 3.599  -0.456
C: -5.862 -4.454 -1.469  -0.590
C: -0.521 3.830 -3.112  -0.682
C: 1.546 -1.639 -1.506  -1.830
C: 1.848 -2.395 -0.210  -0.347
C: -2.654 -0.086 0.691  -0.047
C: 7.160 3.173 -1.646  -0.453
C: -3.244 -1.641 -3.862  -0.469
C: -1.130 -1.291 -0.416  -0.667
C: -0.730 1.095 -0.021  -0.311
C: 7.012 -2.912 1.487  -0.448
C: -0.342 -0.158 -0.514  0.638
C: 10.048 2.667 1.298  -0.528
C: 1.038 -0.210 -1.210  0.357
H: 10.530 1.888 0.701  0.271
H: -2.891 -2.808 4.035  0.273
H: -2.483 -2.424 -3.947  0.215
H: -4.611 -3.162 4.321  0.255
H: 6.084 -3.481 1.591  0.184
H: 11.027 4.136 0.488  0.297
H: -1.602 3.865 -3.231  0.237
H: -5.114 -5.246 -1.554  0.262
H: -7.306 0.215 1.967  0.283
H: -2.361 2.027 1.061  0.487
H: -6.450 -4.418 -2.384  0.237
H: 1.074 -2.266 0.560  0.417
H: -9.594 2.422 3.984  0.265
H: 6.900 -1.928 1.951  0.217
H: -9.121 3.590 2.062  0.278
H: 0.951 0.297 -2.179  0.596
H: -2.121 -0.441 -2.855  0.275
H: -3.909 -1.866 -3.026  0.197
H: -7.851 2.465 4.331  0.181
H: -6.392 0.557 3.468  0.173
H: -4.152 -1.751 3.336  0.113
H: -3.607 -0.053 1.226  0.056
H: -3.827 -1.611 -4.781  0.279
H: 3.766 1.158 -2.296  0.225
H: 1.818 1.084 0.478  0.546
H: 7.506 3.704 -2.530  0.254
H: 2.432 -1.634 -2.162  0.451
H: 8.019 2.897 -1.033  0.164
H: -4.713 -3.237 -0.484  0.246
H: -0.050 4.279 -3.989  0.290
H: -8.780 3.981 4.305  0.295
H: 0.774 -2.161 -2.088  0.555
H: 7.821 -3.450 1.976  0.264
H: -0.829 -2.251 -0.832  0.345
H: 10.543 2.743 2.269  0.303
H: 0.826 2.444 -2.880  0.153
H: 1.875 -3.475 -0.412  0.354
H: 9.004 2.403 1.450  0.174
H: -0.116 1.984 -0.132  0.536
H: 6.162 1.547 -1.270  0.259
H: -5.977 2.101 1.793  0.293
H: -6.524 -4.665 -0.625  0.262
H: 6.614 -2.284 -0.308  0.308
H: -0.240 4.391 -2.216  0.268
H: 6.492 3.822 -1.073  0.224
H: -5.810 -0.679 2.326  0.241
H: -3.294 -3.234 1.809  0.279

Force components x, y, z for each atom (eV/Å):
S 2.942 0.851 2.082
S 0.133 0.634 0.340
O 0.245 0.133 -0.044
O -0.079 -0.062 0.061
O 0.170 -0.086 0.094
O -0.044 -0.065 -0.024
O -1.119 -0.679 -1.093
O -1.115 -0.221 0.313
O -0.076 -0.045 0.027
O -0.080 0.032 -0.060
O 0.002 -0.087 -0.147
O 0.022 -0.070 0.012
O -0.548 1.149 -0.826
O -0.009 -0.063 -0.050
N 0.570 -0.320 -0.211
C 1.296 0.353 -0.544
C -0.221 0.160 -0.295
C -0.099 -0.641 -1.784
C -0.138 0.348 -0.052
C 0.231 0.012 -0.434
C 0.194 0.140 0.238
C 0.239 -0.162 0.033
C -0.501 0.153 0.140
C -0.650 -0.972 -0.257
C -2.046 0.478 1.227
C -0.184 -0.287 0.216
C 0.084 0.074 0.321
C -0.326 0.398 0.165
C -1.279 -0.931 0.430
C -0.164 0.207 -0.357
C 2.126 0.390 -0.827
C 0.260 0.178 -0.112
C 0.351 -0.462 0.021
H -0.063 -0.116 0.099
H -0.068 0.109 0.164
H -0.117 -0.119 -0.077
H -0.017 -0.064 -0.080
H 0.012 0.015 0.215
H -0.074 0.051 -0.036
H 0.012 -0.077 0.002
H -0.120 -0.114 -0.035
H -0.045 -0.136 0.128
H -0.116 -0.314 -0.074
H 0.029 0.066 -0.003
H 0.168 0.219 -0.286
H 0.038 -0.011 0.204
H -0.061 -0.093 0.186
H 0.105 -0.036 -0.106
H -0.125 -0.020 0.326
H 0.022 0.240 0.052
H -0.049 -0.166 -0.083
H 0.025 0.007 -0.078
H -0.094 -0.199 0.050
H 0.035 0.072 0.255
H 0.193 -0.068 -0.242
H 0.067 0.095 -0.023
H -0.354 -0.289 0.423
H 0.183 -0.319 -0.034
H -0.030 -0.068 -0.033
H -0.135 0.133 0.303
H 0.070 0.204 -0.010
H -0.022 0.145 -0.018
H -0.080 0.134 0.025
H -0.001 -0.084 0.176
H 0.250 -0.047 0.246
H 0.022 -0.003 -0.077
H -0.048 0.221 0.104
H -0.062 -0.143 0.045
H 0.028 0.015 0.003
H 0.387 0.300 0.117
H -0.006 0.063 -0.031
H -0.088 -0.177 -0.061
H -0.009 -0.108 -0.116
H -0.095 -0.098 -0.042
H -0.050 -0.134 -0.071
H 0.086 0.038 -0.009
H -0.062 0.136 -0.060
H 0.133 0.138 0.008
H -0.008 0.014 -0.042
H -0.049 0.051 -0.011

Properties
Kohn-Sham gap	10.151	eV
SMILES	O=S1(=O)OCC[C@@H](c2cccnc2)[C@@H]1S.CO.CO.CO.CO.CO.CO.CO.CO.CO
HOMO level	-9.8	eV
LUMO	0.315	eV

***

No. 2
Density functional theory data (wB97M-V/def2-TZVPD) for the molecule C5H9NOS in a non-equilibrium geometry.

Last column: natural (NBO) charge in e.
CARTESIAN COORDINATES (ANGSTROEM)
S: 2.349 -0.873 -0.255  0.121
O: -0.738 1.574 -0.100  -0.691
N: -2.259 -0.549 -0.502  -0.894
C: -0.070 0.361 -0.047  0.167
C: -0.846 -0.774 -0.300  -0.101
C: 2.398 0.889 0.159  -0.493
C: 1.221 0.415 -0.737  -0.335
C: -0.345 -0.556 1.154  -0.501
H: 0.328 -1.237 1.767  0.250
H: -2.780 -1.191 -1.401  0.406
H: -0.253 -1.317 -1.155  0.223
H: 2.088 0.787 1.264  0.236
H: 0.951 0.754 -1.836  0.260
H: -1.114 -0.056 1.832  0.226
H: 3.294 1.507 -0.078  0.246
H: -2.667 -0.860 0.504  0.393
H: -1.557 1.125 -0.270  0.487

Force components x, y, z for each atom (eV/Å):
S 0.902 -0.632 -1.290
O 0.868 0.088 0.400
N -3.340 -3.167 0.154
C 2.021 2.467 1.797
C 0.003 -3.402 -1.982
C -0.967 -0.939 1.419
C 0.905 1.658 -0.641
C -0.118 -0.246 0.712
H -0.614 0.988 -1.428
H 2.263 2.407 3.910
H -1.564 -0.247 2.169
H 0.510 1.368 -1.760
H 1.553 -0.663 2.079
H 0.787 -0.798 -1.187
H -1.091 -0.601 -0.157
H 0.406 0.705 -3.657
H -2.522 1.013 -0.538

Properties
Kohn-Sham gap	9.386	eV
SMILES	N[C@@H]1C[C@@]1(O)[C@H]1CS1
HOMO level	-8.7	eV
energy relative to the best compared isomer or geometry (same formula, charge and spin)	4.897	eV
LUMO	0.659	eV

***

No. 3
Density functional theory data (wB97M-V/def2-TZVPD) for a structure of composition C7H4NO5Tc in a non-equilibrium geometry.

Last column: Löwdin spin population.
CARTESIAN COORDINATES (ANGSTROEM)
Tc: 0.000 0.000 0.000  1.860
O: -1.569 -0.595 -2.482  0.179
O: 1.247 1.346 2.369  0.166
O: -2.503 -0.375 1.603  0.167
O: 2.180 1.128 -1.717  0.167
O: -3.314 3.329 -3.303  0.006
N: 0.748 -1.741 0.267  0.117
C: 0.785 0.801 1.470  0.018
C: 1.779 -4.119 0.646  0.044
C: -2.780 2.388 -2.961  0.037
C: 1.363 0.666 -1.057  0.019
C: 1.202 -2.791 0.433  0.182
C: -1.535 -0.264 0.996  0.019
C: -0.957 -0.400 -1.531  0.004
H: 2.804 -4.014 1.056  0.012
H: 1.150 -4.684 1.364  0.012
H: -0.615 1.436 -0.217  -0.020
H: 1.821 -4.664 -0.319  0.012

Force components x, y, z for each atom (eV/Å):
Tc 1.867 -4.584 0.555
O 2.162 0.603 3.321
O -1.583 -2.047 -3.160
O 3.492 0.266 -2.135
O -2.849 -1.769 2.361
O 1.032 -1.890 0.625
N 0.527 -1.231 0.186
C 4.525 6.014 9.108
C -0.325 0.771 -0.134
C -0.985 1.831 -0.583
C 8.166 5.222 -6.841
C 1.440 -3.313 0.537
C -10.135 -0.652 6.132
C -6.341 -1.459 -9.607
H -0.274 0.063 -0.105
H 0.103 0.214 -0.177
H -0.769 1.756 -0.290
H -0.051 0.207 0.206

Properties
Kohn-Sham gap (spin up / spin down)	8.264 / 2.229	eV
HOMO level (spin up / spin down)	-21.9 / -21.6	eV
energy relative to the best compared isomer or geometry (same formula, charge and spin)	2.813	eV
2S+1	4
charge	+3
LUMO (spin up / spin down)	-13.644 / -19.380	eV

***

No. 4
Density functional theory data (wB97M-V/def2-TZVPD) for the molecule C2H4N2OS in a non-equilibrium geometry.

Last column: natural (NBO) charge in e.
CARTESIAN COORDINATES (ANGSTROEM)
S: 2.676 -1.034 -0.002  -0.105
O: 0.899 0.892 0.079  -0.352
N: -2.218 -1.111 -0.032  -0.637
N: -0.097 -0.142 0.416  -0.348
C: -1.484 0.018 -0.123  0.234
C: 2.183 0.550 -0.077  0.064
H: 0.534 -0.955 0.195  0.397
H: 2.577 1.543 -0.134  0.214
H: -3.247 -0.807 -0.053  0.348
H: -1.823 1.045 -0.270  0.187

Force components x, y, z for each atom (eV/Å):
S 0.342 1.729 -0.300
O -1.838 0.429 -0.145
N 0.806 4.830 -0.287
N 0.588 0.394 -1.322
C 0.334 -4.402 1.872
C -2.165 -2.019 0.841
H -1.650 -0.271 0.177
H 1.584 0.071 -0.365
H 1.798 -0.569 -0.430
H 0.202 -0.193 -0.041

Properties
Kohn-Sham gap	9.512	eV
SMILES	[H]/N=C/NOC=S
HOMO level	-9.5	eV
energy relative to the best compared isomer or geometry (same formula, charge and spin)	4.580	eV
LUMO	-0.002	eV

***

Electronic energy in hartree, matching the order above: -2467.8411, -723.9398, -779.3757, -661.4172